{
  "formula": "C42H32N6O5Yb",
  "method": "wB97M-V/def2-TZVPD",
  "elements": ["Yb", "O", "O", "O", "O", "O", "N", "N", "N", "N", "N", "N", "C", "C", "C", "C", "C", "C", "C", "C", "C", "C", "C", "C", "C", "C", "C", "C", "C", "C", "C", "C", "C", "C", "C", "C", "C", "C", "C", "C", "C", "C", "C", "C", "C", "C", "C", "C", "C", "C", "C", "C", "C", "C", "H", "H", "H", "H", "H", "H", "H", "H", "H", "H", "H", "H", "H", "H", "H", "H", "H", "H", "H", "H", "H", "H", "H", "H", "H", "H", "H", "H", "H", "H", "H", "H"],
  "xyz": [[0.974, -0.277, -0.323], [2.276, -0.152, -2.212], [0.292, -1.095, -2.287], [-1.408, 1.716, -7.044], [-0.989, -0.966, 1.032], [-2.652, 3.213, -5.923], [0.733, 2.058, -2.512], [-0.806, 1.522, -0.300], [-0.516, 2.559, 0.404], [-2.904, -2.070, 1.455], [1.776, -0.775, 2.465], [-1.846, -2.899, -0.884], [2.240, -2.272, 0.170], [-0.770, 2.304, -4.837], [4.367, -4.177, 0.260], [0.550, 1.017, -3.331], [-3.780, 2.986, -1.968], [0.693, 2.627, 1.042], [2.047, 4.002, 2.491], [-1.955, -3.470, -3.197], [0.913, 1.708, 5.692], [2.881, -1.511, 2.448], [-3.550, -1.615, 0.243], [3.127, 3.170, 2.222], [1.106, -0.200, -2.648], [2.078, 0.991, 5.705], [3.554, -4.088, -0.859], [3.582, -0.633, 4.587], [-3.047, -2.345, -0.983], [-1.946, 1.682, -1.091], [-1.712, 2.430, -6.086], [0.037, 1.603, 4.603], [-1.314, -3.440, -1.967], [-3.802, -2.383, -2.150], [-2.746, 2.833, -1.068], [-3.262, 0.859, -2.940], [0.333, 0.791, 3.542], [-0.564, 3.393, -3.997], [0.834, 3.731, 1.906], [-4.035, 2.008, -2.921], [-2.242, 0.682, -2.024], [-3.239, -2.954, -3.281], [0.205, 3.224, -2.859], [3.824, -1.432, 3.512], [-1.607, -1.787, 1.698], [2.965, 2.054, 1.413], [2.403, 0.141, 4.632], [1.766, 1.721, 0.768], [4.118, -3.361, 1.340], [2.513, -3.176, -0.878], [1.527, 0.035, 3.517], [-0.999, -2.489, 2.884], [3.092, -2.407, 1.303], [-0.185, 1.088, -4.502], [-3.428, 0.109, -3.700], [-0.026, 4.359, 2.097], [-1.037, 4.335, -4.236], [4.736, -3.489, 2.218], [3.835, 1.420, 1.262], [2.774, 1.068, 6.531], [4.094, 3.398, 2.653], [-1.633, -0.212, -2.057], [3.748, -4.728, -1.713], [-0.202, -3.128, 2.515], [1.893, -3.147, -1.770], [0.661, 2.353, 6.521], [-2.508, 3.608, -0.354], [-0.540, -1.751, 3.537], [-1.464, -3.885, -4.064], [-0.333, -3.870, -1.829], [-4.371, 3.891, -1.958], [-3.791, -2.996, -4.210], [-4.796, -1.959, -2.177], [-1.722, -3.076, 3.443], [-4.630, -1.727, 0.355], [-3.302, -2.886, 1.890], [-4.805, 2.156, -3.662], [-0.880, 2.174, 4.605], [4.285, -0.586, 5.409], [4.737, -2.005, 3.472], [-0.320, 0.219, -5.131], [-0.334, 0.719, 2.699], [-3.317, -0.552, 0.115], [5.189, -4.882, 0.293], [0.393, 4.038, -2.166], [2.166, 4.853, 3.151]],
  "lowdin_spin": [1.00, 0.00, 0.00, 0.00, 0.00, 0.00, 0.00, 0.00, 0.00, 0.00, 0.00, 0.00, 0.00, 0.00, 0.00, 0.00, 0.00, 0.00, 0.00, 0.00, 0.00, 0.00, 0.00, 0.00, 0.00, 0.00, 0.00, 0.00, 0.00, 0.00, 0.00, 0.00, 0.00, 0.00, 0.00, 0.00, 0.00, 0.00, 0.00, 0.00, 0.00, 0.00, 0.00, 0.00, 0.00, 0.00, 0.00, 0.00, 0.00, 0.00, 0.00, 0.00, 0.00, 0.00, 0.00, 0.00, 0.00, 0.00, 0.00, 0.00, 0.00, 0.00, 0.00, 0.00, 0.00, 0.00, 0.00, 0.00, 0.00, 0.00, 0.00, 0.00, 0.00, 0.00, 0.00, 0.00, 0.00, 0.00, 0.00, 0.00, 0.00, 0.00, 0.00, 0.00, 0.00, 0.00],
  "fmax_ev_per_a": 2.95,
  "total_charge": -1,
  "de_lowest_kcal_mol": 41.0,
  "multiplicity": 2,
  "e_tot_ev": -94784.731,
  "s2": 0.7508
}

{
  "formula": "C42H33F6MoN6O8P2S4Se2",
  "method": "wB97M-V/def2-TZVPD",
  "elements": ["Mo", "Se", "Se", "S", "S", "S", "S", "P", "P", "F", "F", "F", "F", "F", "F", "O", "O", "O", "O", "O", "O", "O", "O", "N", "N", "N", "N", "N", "N", "C", "C", "C", "C", "C", "C", "C", "C", "C", "C", "C", "C", "C", "C", "C", "C", "C", "C", "C", "C", "C", "C", "C", "C", "C", "C", "C", "C", "C", "C", "C", "C", "C", "C", "C", "C", "C", "C", "C", "C", "C", "C", "H", "H", "H", "H", "H", "H", "H", "H", "H", "H", "H", "H", "H", "H", "H", "H", "H", "H", "H", "H", "H", "H", "H", "H", "H", "H", "H", "H", "H", "H", "H", "H", "H"],
  "xyz": [[1.756, -0.186, -1.326], [1.245, -2.372, 5.306], [-0.774, -1.571, -1.876], [4.038, -0.538, -2.008], [3.452, 2.890, -1.940], [-0.350, -0.889, -6.875], [-0.483, 1.305, -4.994], [-0.234, -1.343, 4.188], [-1.503, -1.794, 0.191], [1.658, 2.505, -6.201], [-0.270, 2.783, -7.292], [0.997, -2.395, -5.107], [0.209, 4.001, -5.518], [0.166, -3.466, -6.877], [-1.197, -2.827, -5.243], [-0.271, 0.835, -0.511], [4.765, 2.295, -1.882], [2.903, 3.360, -3.217], [0.692, 0.824, -4.227], [0.947, -0.422, -7.363], [-1.292, -1.339, -7.880], [-0.858, 2.808, 0.467], [-1.575, 1.979, -4.324], [1.274, -1.138, 0.476], [2.221, -2.316, -2.107], [2.229, 1.847, -1.180], [-1.043, 0.223, -5.932], [1.895, -1.593, 2.527], [2.327, -1.346, 1.310], [-3.414, -5.351, -0.293], [-1.014, -4.465, 0.783], [0.334, 2.777, -6.092], [-2.988, -0.793, 0.446], [3.496, 6.814, -1.016], [3.619, 4.403, -1.037], [1.191, 2.808, -0.652], [-0.504, 0.400, 4.493], [-5.092, 0.997, 0.939], [4.342, 4.425, 0.166], [-4.116, 1.340, 0.061], [-0.019, 2.407, 5.739], [-5.055, -0.243, 1.607], [-0.703, 3.179, 4.819], [0.026, 1.003, 5.622], [-4.209, -3.583, 4.594], [-1.803, -2.184, 4.356], [-0.071, -2.513, -5.944], [-3.144, -3.974, -0.152], [-1.243, 1.178, 3.593], [0.012, -1.379, 1.177], [-2.922, -1.574, 4.925], [4.652, 5.662, 0.717], [3.579, -2.212, -2.131], [3.817, -4.604, -2.564], [-1.313, -5.856, 0.716], [4.253, 6.879, 0.140], [1.658, -3.527, -2.260], [4.631, 8.151, 0.822], [3.162, 5.592, -1.605], [-3.073, 0.429, -0.216], [4.399, -3.379, -2.332], [0.467, -1.550, 2.539], [-0.069, 2.101, -0.178], [-4.113, -2.244, 5.007], [-3.093, -4.249, 4.113], [-2.493, -6.281, 0.164], [2.434, -4.653, -2.489], [-1.909, -3.512, 0.359], [-1.870, -3.550, 4.034], [-1.315, 2.570, 3.739], [-4.050, -1.160, 1.329], [0.507, 2.848, 6.559], [1.646, 3.405, 0.157], [4.723, 9.003, 0.143], [-5.852, -0.421, 2.289], [-2.885, -0.543, 5.276], [-4.062, -2.120, 1.886], [0.881, 3.542, -1.440], [-3.148, -5.286, 3.807], [-1.854, 3.105, 2.977], [-0.698, 4.247, 4.889], [-0.580, -6.510, 1.152], [5.484, -3.185, -2.273], [-4.993, -1.751, 5.409], [-3.897, -3.267, -0.539], [5.566, 8.021, 1.365], [-1.749, 0.693, 2.744], [4.681, 3.500, 0.626], [0.581, -3.603, -2.175], [1.902, -5.593, -2.686], [0.546, 0.418, 6.422], [3.106, 7.710, -1.484], [2.704, 5.573, -2.607], [-0.014, -4.222, 1.105], [-4.175, 2.288, -0.456], [3.876, 8.416, 1.568], [-5.142, -4.103, 4.615], [-5.936, 1.627, 1.165], [4.376, -5.478, -2.802], [5.249, 5.692, 1.627], [-4.338, -5.627, -0.760], [-2.665, -7.375, 0.030], [-2.305, 0.675, -0.951], [-0.934, -4.079, 3.739]],
  "lowdin_spin": [1.87, 0.00, -0.08, 0.04, 0.01, 0.00, 0.00, 0.00, -0.01, 0.00, 0.00, 0.00, 0.00, 0.00, 0.00, -0.01, 0.00, 0.00, 0.02, 0.00, 0.00, 0.00, 0.00, 0.00, 0.00, 0.05, 0.00, 0.01, 0.03, 0.00, 0.00, 0.00, 0.00, 0.00, 0.00, 0.01, 0.00, 0.00, 0.00, 0.00, 0.00, 0.00, 0.00, 0.00, 0.00, 0.00, 0.00, 0.00, 0.00, 0.01, 0.00, 0.00, 0.02, 0.01, 0.00, 0.00, 0.01, 0.00, 0.00, 0.00, 0.00, 0.02, 0.00, 0.00, 0.00, 0.00, 0.00, 0.00, 0.00, 0.00, 0.00, 0.00, 0.00, 0.00, 0.00, 0.00, 0.00, 0.00, 0.00, 0.00, 0.00, 0.00, 0.00, 0.00, 0.00, 0.00, 0.00, 0.00, 0.00, 0.00, 0.00, 0.00, 0.00, 0.00, 0.00, 0.00, 0.00, 0.00, 0.00, 0.00, 0.00, 0.00, 0.00, 0.00],
  "fmax_ev_per_a": 3.77,
  "total_charge": -1,
  "de_lowest_kcal_mol": 0.0,
  "multiplicity": 3,
  "e_tot_ev": -280181.889,
  "s2": 2.0521
}